Here is a cluster of 2 separate species, C5H14OSi2 in total in a non-equilibrium geometry from the OMol25 dataset. Energies are from the ωB97M-V functional and the def2-TZVPD basis.

```
22
Properties=species:S:1:pos:R:3:forces:R:3:lowdin_charge:R:1
C 2.11866 2.90943 -0.69471 0.6883 0.1733 -2.1986 -0.063
C 2.10612 1.60223 -1.03649 0.2347 0.9559 2.9569 -0.304
C -2.83262 0.72873 0.69809 -2.7682 -2.3099 -1.9035 -0.089
C -2.73135 -0.82620 0.52997 -0.7475 0.6984 -0.4996 -0.312
C -1.32742 -1.33221 0.31195 -3.5276 -0.0238 -1.3577 0.019
O 2.00697 0.71376 1.60734 0.1564 0.0102 1.3501 -0.248
Si 3.23195 -1.63693 -0.38431 3.0676 0.2953 -1.0832 0.449
Si 2.02273 0.14413 0.08455 -1.7976 1.7729 -0.0425 0.390
H 2.27148 3.76232 -1.38230 -0.2176 -1.0052 -0.5846 0.058
H 2.20494 3.41156 0.21861 -0.4947 -0.4098 2.1775 0.016
H 2.31431 1.28607 -1.98286 0.0891 -0.1949 -3.0042 0.002
H -2.06242 1.01882 0.11059 2.4105 1.8926 -1.6437 0.014
H -3.78800 1.15551 0.27328 0.9191 -0.5325 0.7171 0.096
H -2.68832 0.95540 1.68481 0.3053 0.9732 2.4368 0.034
H -3.33765 -1.20872 1.34854 0.6501 -0.7283 0.6653 0.095
H -3.33218 -1.16019 -0.29360 -0.3038 0.1435 -0.8529 0.077
H -1.23481 -2.14026 -0.38418 0.5105 -0.2227 -0.1376 0.042
H -0.75166 -1.20982 1.11956 2.7492 0.1258 2.6179 -0.020
H 2.02254 1.65926 1.79942 -0.0142 -0.3013 -0.2567 0.049
H 3.81650 -2.34235 0.77788 -0.3861 -0.1508 -0.0289 -0.112
H 2.61087 -2.45670 -1.42392 -0.1800 -0.2957 0.0417 -0.122
H 4.54404 -0.97548 -1.09211 -1.3434 -0.8662 0.6306 -0.071
```
Forces are in eV/Å.

Calculated values
**HOMO energy (alpha / beta)**: -0.239 / -0.302 Eh
**Electronic energy**: -852.9407 a.u.
**HOMO-LUMO gap (alpha / beta)**: 0.2478 / 0.2926 Ha
**ΔE to the lowest compared entry with this formula, charge and spin**: 522.6 kJ/mol

Here is a cluster of 5 separate species, C16H38BFN5O6P in total from the OMol25 dataset. Energies are from the ωB97M-V functional and the def2-TZVPD basis.

```
68
Properties=species:S:1:pos:R:3:forces:R:3:lowdin_charge:R:1
C -1.38989 0.99752 -0.94635 -0.1050 0.2216 0.2419 -0.154
C -0.21080 0.66254 -0.03604 0.0758 -0.1411 -0.1526 -0.459
P 0.40038 -1.07552 -0.25632 -0.2412 -0.3618 0.1818 1.045
C 0.80356 -1.14704 -2.09460 0.1249 0.2584 -0.1960 -0.267
C 2.14273 -1.72854 -2.39005 -0.3683 0.3914 -0.1225 -0.548
O 2.59543 -2.74844 -2.01798 0.2430 -0.5491 0.0450 0.143
F 2.87504 -0.93419 -3.22650 0.0674 0.0604 0.0704 0.069
B 2.10593 -0.92416 0.67102 -0.0802 0.4614 -0.0695 -0.760
N 2.07147 -1.16229 2.10431 0.4798 -0.1923 -0.2331 0.112
O 3.30695 -0.65351 0.03382 0.1521 -0.0612 0.4942 0.083
H -2.12975 0.19376 -0.94178 0.0606 -0.0176 -0.1010 0.069
H -1.06767 1.20419 -1.96907 -0.0363 -0.1829 -0.0210 0.060
H -1.88415 1.90610 -0.59475 0.0323 0.0032 -0.0267 0.052
H -0.51659 0.69151 1.01162 0.0298 0.1268 -0.0508 0.063
H 0.59941 1.38621 -0.15261 -0.1485 0.0812 0.0227 0.065
H 0.07421 -1.83450 -2.52983 -0.0120 0.0007 0.0682 0.089
H 0.67862 -0.18908 -2.59652 0.1073 0.0275 0.0539 0.079
H 1.85048 -0.31005 2.61394 -0.3865 -0.1912 0.0757 0.070
H 2.97259 -1.49025 2.44216 0.0504 0.2880 0.0667 0.065
H 3.28420 0.15409 -0.48619 -0.0691 -0.2577 -0.4235 0.098
C 0.33665 3.55321 2.85178 -0.0999 0.0113 -0.0578 -0.333
O 0.61350 2.51914 2.27404 0.1489 -0.0438 0.1237 0.006
N 0.46985 4.77759 2.30785 0.0200 0.0234 0.0147 -0.186
C 0.12409 5.98163 3.02677 0.0236 -0.0165 -0.0325 -0.058
C 0.97572 4.87249 0.94843 -0.0198 -0.0622 0.0112 -0.037
H -0.06312 3.57156 3.87920 0.0166 0.0061 0.0054 0.135
H -0.66038 6.53554 2.50602 -0.0010 -0.0022 0.0130 0.070
H 0.99211 6.63561 3.13698 -0.0030 0.0026 0.0154 0.090
H -0.23884 5.71907 4.01910 -0.0055 0.0086 0.0029 0.085
H 0.32628 4.32593 0.26464 -0.0193 0.0241 -0.0052 0.076
H 1.97941 4.44917 0.88828 0.0082 0.0198 -0.0216 0.092
H 1.00764 5.92056 0.65774 -0.0006 0.0006 -0.0015 0.086
C -2.90354 -4.00538 -1.27677 0.2193 -0.0131 -0.0010 -0.367
O -2.71241 -3.22991 -0.36031 -0.2313 0.1385 -0.0576 -0.011
N -2.27102 -5.18906 -1.39128 -0.0055 -0.0197 0.0109 -0.197
C -2.49697 -6.09094 -2.49572 0.0143 0.0185 0.0368 -0.066
C -1.30645 -5.54125 -0.35718 -0.0879 -0.0070 -0.0799 -0.039
H -3.59537 -3.79242 -2.11153 -0.0433 -0.0297 0.0302 0.128
H -2.86763 -7.05639 -2.14404 -0.0103 -0.0012 -0.0093 0.088
H -1.57489 -6.26260 -3.05571 -0.0034 0.0001 -0.0104 0.088
H -3.23754 -5.66053 -3.16910 -0.0025 -0.0039 -0.0055 0.078
H -1.80017 -5.58223 0.61393 0.0351 -0.0240 0.0254 0.097
H -0.52517 -4.78382 -0.30039 0.0194 -0.0302 0.0154 0.077
H -0.85716 -6.50385 -0.58264 -0.0195 0.0630 -0.0039 0.066
C 2.45411 -7.08939 0.50614 -0.0053 0.1222 -0.0064 -0.342
O 1.26154 -7.08732 0.26145 0.0465 -0.1371 0.0139 0.003
N 3.17861 -5.97709 0.72344 0.0185 0.0111 0.0172 -0.187
C 4.59514 -6.02281 1.00807 -0.0339 0.0175 -0.0200 -0.061
C 2.50521 -4.68665 0.66265 -0.0630 -0.0507 0.0140 -0.033
H 3.04677 -8.01768 0.56966 0.0057 0.0036 0.0029 0.131
H 4.81080 -5.58426 1.98484 0.0082 -0.0108 0.0075 0.088
H 5.16157 -5.47649 0.25119 0.0078 -0.0071 -0.0023 0.091
H 4.93026 -7.05894 1.01238 0.0095 0.0004 0.0023 0.080
H 1.70893 -4.63195 1.40591 0.0219 0.0193 0.0198 0.101
H 2.06604 -4.52376 -0.31996 0.0282 -0.0010 -0.0043 0.075
H 3.23519 -3.90218 0.85123 0.0056 -0.0002 -0.0038 0.083
C -2.40980 5.59991 -1.15551 -0.0482 -0.0464 -0.0484 -0.344
O -2.21819 4.60449 -0.48481 0.0541 0.0287 0.0448 0.011
N -3.02466 6.71219 -0.70479 0.0099 0.0387 0.0168 -0.196
C -3.22446 7.87593 -1.54104 -0.0216 -0.0276 0.0318 -0.061
C -3.51326 6.72205 0.66272 -0.0002 -0.0220 -0.0150 -0.035
H -2.10059 5.67345 -2.21193 0.0290 0.0137 0.0157 0.136
H -2.73148 8.75250 -1.11570 0.0083 0.0041 -0.0116 0.089
H -4.28742 8.09773 -1.65532 0.0001 0.0014 -0.0151 0.090
H -2.80344 7.68733 -2.52698 -0.0015 0.0074 -0.0045 0.082
H -2.69527 6.56574 1.36685 -0.0076 0.0042 -0.0031 0.071
H -4.23909 5.92360 0.81829 -0.0029 0.0015 0.0008 0.096
H -3.98324 7.68218 0.86286 0.0024 0.0004 0.0042 0.088
```
Forces are in eV/Å.

Calculated values
**HOMO energy**: -0.283 Eh
**SMILES string**: CCP(CC(=O)F)B(N)O.CN(C)C=O.CN(C)C=O.CN(C)C=O.CN(C)C=O
**Electronic energy**: -1823.8148 a.u.
**HOMO-LUMO gap**: 0.2981 Ha

Here is the molecule C19H17FN2O5 in a non-equilibrium geometry from the OMol25 dataset. Energies are from the ωB97M-V functional and the def2-TZVPD basis.

```
44
Properties=species:S:1:pos:R:3:forces:R:3:lowdin_charge:R:1
O -0.84670 -1.68610 3.54496 0.0567 -0.0479 -0.1085 0.141
C -0.45288 -0.98787 2.65220 -0.5206 0.3076 0.7302 -0.426
O 0.13049 -1.46065 1.53057 0.2681 -0.0526 -0.4459 0.059
C 0.35257 -2.81071 1.33598 0.0190 -0.6793 -0.0580 -0.196
C 0.22011 -3.27011 0.03314 -0.0271 0.0906 0.0388 0.092
C 0.47687 -4.60544 -0.23636 0.1417 0.3640 1.2425 -0.141
C 0.85559 -5.48828 0.76671 -0.0575 -0.0557 -0.3454 0.006
C 0.98733 -5.01191 2.05748 -0.0213 0.1511 -0.1235 -0.041
C 0.74499 -3.67867 2.34962 0.0076 0.2012 0.0543 0.019
H 0.85131 -3.31821 3.35962 -0.0052 0.0107 0.0177 0.120
H 1.28488 -5.68089 2.84926 0.0260 -0.0605 0.0609 0.114
H 1.04152 -6.52195 0.52016 0.0046 -0.0212 -0.0007 0.120
N 0.34170 -5.08115 -1.59543 -0.0289 -0.1210 -0.3434 -0.362
O 0.02480 -4.27396 -2.44099 -0.0960 0.1881 -0.3118 0.085
O 0.55459 -6.25461 -1.80083 0.0458 -0.3211 -0.1191 0.089
H -0.07640 -2.60562 -0.76363 -0.0160 0.0386 -0.0113 0.130
C -0.56432 0.52397 2.65753 -0.0300 0.0889 0.1054 -0.210
C -1.35324 1.07941 1.46164 0.1549 -0.2150 -0.1327 -0.095
H -2.25798 0.49038 1.30389 -0.0811 0.0395 -0.0010 0.127
H -1.65343 2.10049 1.70717 -0.0437 0.0083 -0.0033 0.126
C -0.53241 1.11557 0.16849 -0.5156 -0.0295 -0.0942 -0.136
N 0.70910 1.81727 0.38510 0.0886 -0.2329 0.0342 -0.039
C 0.98850 3.07523 -0.03413 -0.0494 0.0202 -0.1876 -0.424
O 1.94771 3.70210 0.37543 0.1158 0.2793 0.1209 0.078
C 0.07849 3.64981 -1.07709 0.0747 0.1737 -0.1244 -0.158
C -0.00684 3.07838 -2.34304 -0.0274 0.1487 0.1887 -0.029
C -0.78530 3.66546 -3.32363 -0.1308 0.1471 -0.0860 0.003
C -1.47467 4.82601 -3.01919 0.0623 -0.0640 0.1040 -0.273
C -1.39612 5.42039 -1.77273 -0.0960 -0.0038 -0.2096 0.003
C -0.60523 4.82875 -0.80468 0.0906 -0.1916 -0.0383 -0.008
H -0.51155 5.28250 0.17011 0.0271 0.0645 0.0889 0.124
H -1.93951 6.33100 -1.57686 -0.0662 0.0875 -0.0058 0.119
F -2.24429 5.39567 -3.96803 0.0724 -0.0418 0.0750 0.061
H -0.86091 3.23977 -4.31159 -0.0192 -0.0157 -0.1079 0.120
H 0.54768 2.17864 -2.56466 0.0370 -0.1111 -0.0204 0.126
C 1.54107 1.20754 1.40078 0.4574 0.1213 0.2261 -0.126
C 0.81735 1.19485 2.74573 0.0065 -0.1459 -0.1921 -0.096
H 1.43236 0.69240 3.49375 0.0292 0.0447 0.0646 0.127
H 0.67091 2.22767 3.06765 0.0269 0.0105 0.0368 0.129
H 2.45620 1.79816 1.47511 -0.1078 -0.1553 -0.0170 0.126
H 1.79022 0.19127 1.08278 0.0339 0.1176 0.0271 0.126
H -1.11100 1.61278 -0.61044 0.0780 -0.1330 0.0943 0.119
H -0.30180 0.09787 -0.15956 -0.0848 0.1486 -0.0724 0.119
H -1.11917 0.75196 3.57427 0.1001 -0.1531 -0.1503 0.151
```
Forces are in eV/Å.

Calculated values
**HOMO energy**: -0.345 Eh
**SMILES string**: O=C(Oc1cccc([N+](=O)[O-])c1)C1CCN(C(=O)c2ccc(F)cc2)CC1
**Electronic energy**: -1319.7497 a.u.
**HOMO-LUMO gap**: 0.3173 Ha
**ΔE to the lowest compared entry with this formula, charge and spin**: 10.1 kJ/mol